Record 1
{"formula": "CH8BClMgO", "method": "ωB97M-V/def2-TZVPD", "elements": ["Mg", "Cl", "B", "H", "H", "H", "H", "C", "O", "H", "H", "H", "H"], "positions_angstrom": [[3.78527, -1.71029, 0.68578], [0.12167, -2.00950, 1.20037], [4.91850, 1.33283, 1.65371], [5.45786, 2.24697, 1.84783], [4.10683, 1.09737, 2.32451], [4.48124, 1.30246, 0.66773], [5.60474, 0.50168, 1.70384], [-5.07757, -0.45215, -1.77083], [-3.82690, -0.22315, -2.07724], [-4.99875, -0.71787, -0.71665], [-5.74244, 0.40354, -1.88848], [-5.55495, -1.28168, -2.29245], [-3.27552, -0.49021, -1.33815]], "max_force_ev_per_a": 5.49, "total_energy_ev": -21849.922}

Record 2
{"formula": "C35H52BrN4O3RbSi", "method": "ωB97M-V/def2-TZVPD", "elements": ["Rb", "C", "O", "C", "C", "C", "C", "C", "C", "N", "N", "C", "C", "O", "C", "C", "C", "C", "C", "C", "C", "C", "H", "H", "H", "H", "H", "H", "H", "H", "H", "H", "H", "H", "H", "C", "N", "C", "C", "C", "N", "C", "C", "O", "H", "H", "H", "H", "H", "H", "H", "H", "H", "H", "H", "H", "C", "C", "C", "C", "Si", "Br", "C", "C", "C", "C", "C", "C", "C", "C", "H", "H", "H", "H", "H", "H", "H", "H", "H", "H", "H", "H", "H", "H", "H", "H", "H", "H", "H", "H", "H", "H", "H", "H", "H", "H", "H"], "positions_angstrom": [[-0.56541, 2.01156, -0.76150], [1.11884, 5.11281, 0.15703], [-0.24010, 4.74446, -0.02896], [-1.16290, 5.70069, -0.36607], [-0.80919, 7.00750, -0.67094], [-1.78527, 7.94848, -0.97156], [-3.11823, 7.57150, -0.98169], [-3.46426, 6.25564, -0.71530], [-2.50994, 5.28913, -0.40990], [-2.80614, 3.90553, -0.19989], [-4.05131, 3.71992, -0.04885], [-4.62492, 2.49497, 0.10558], [-3.93991, 1.22984, 0.17958], [-2.69310, 1.09761, 0.16826], [-4.77253, 0.04158, 0.28797], [-6.11497, 0.09385, 0.34498], [-6.81907, 1.34243, 0.31730], [-8.22099, 1.38021, 0.40623], [-8.90036, 2.57212, 0.39800], [-8.17020, 3.76465, 0.30092], [-6.79932, 3.74763, 0.20811], [-6.07531, 2.53651, 0.20820], [1.22281, 6.09077, 0.62690], [1.65268, 5.10882, -0.79754], [1.55304, 4.35265, 0.80129], [0.23070, 7.30002, -0.68866], [-1.49496, 8.96449, -1.20476], [-3.88865, 8.29446, -1.21571], [-4.49698, 5.94164, -0.75524], [-4.23695, -0.89984, 0.32853], [-6.69729, -0.81845, 0.42725], [-8.75808, 0.44133, 0.48610], [-9.97993, 2.59472, 0.46996], [-8.69055, 4.71473, 0.30211], [-6.25451, 4.67788, 0.14343], [4.57824, 1.62917, -1.32868], [4.37172, 1.37939, 0.08277], [5.49411, 0.78746, 0.78553], [5.30026, 0.88190, 2.28210], [3.92672, 0.36864, 2.65246], [2.91151, 1.07058, 1.88838], [1.56403, 1.05613, 2.43110], [3.10880, 1.48756, 0.59981], [2.19127, 1.98493, -0.05837], [5.43818, 2.28727, -1.46886], [3.69570, 2.10678, -1.73954], [4.76845, 0.69244, -1.86243], [6.39628, 1.33338, 0.49674], [5.63219, -0.25499, 0.47232], [5.39039, 1.92353, 2.59865], [6.07137, 0.30686, 2.79488], [3.73462, 0.55129, 3.71144], [3.86037, -0.71463, 2.49462], [1.60419, 1.29545, 3.49393], [1.09057, 0.07715, 2.30879], [0.94891, 1.79680, 1.93018], [3.71093, -2.05837, -0.40525], [2.96266, -3.21860, -1.08257], [3.03622, -2.94222, -2.59177], [3.71095, -4.52785, -0.79709], [1.12530, -3.33545, -0.52572], [0.37241, -1.19990, -0.51680], [0.91676, -3.92316, 1.29357], [-0.40919, -3.46898, 1.92085], [1.01941, -5.45321, 1.38881], [2.02285, -3.31545, 2.16876], [0.01554, -4.26438, -1.78241], [-1.36432, -4.55167, -1.16808], [-0.25148, -3.44846, -3.05418], [0.66040, -5.60627, -2.16542], [4.74867, -2.06064, -0.75857], [3.73232, -2.13532, 0.68057], [3.26722, -1.09634, -0.66255], [4.08493, -2.80356, -2.87529], [2.50070, -2.02739, -2.85611], [2.64084, -3.76190, -3.19281], [4.71084, -4.47119, -1.23931], [3.21038, -5.39670, -1.22793], [3.83529, -4.70656, 0.27195], [-1.28827, -3.81800, 1.38746], [-0.46737, -2.38227, 1.97879], [-0.46112, -3.86272, 2.94150], [0.17757, -5.95182, 0.90585], [1.01340, -5.74941, 2.44251], [1.94012, -5.83898, 0.94566], [2.01579, -2.22483, 2.10490], [3.01818, -3.67584, 1.90704], [1.84061, -3.58734, 3.21390], [-1.86333, -3.63166, -0.85601], [-1.31770, -5.23098, -0.31727], [-1.99227, -5.02546, -1.92916], [-0.80132, -2.53605, -2.82329], [-0.87223, -4.04886, -3.72733], [0.64991, -3.17174, -3.59472], [0.91334, -6.20917, -1.29190], [1.56743, -5.47582, -2.75977], [-0.04695, -6.18441, -2.76776]], "max_force_ev_per_a": 0.56, "total_energy_ev": -127820.394}

Record 3
{"formula": "C11H17N4", "method": "ωB97M-V/def2-TZVPD", "elements": ["C", "C", "C", "C", "C", "C", "C", "C", "C", "N", "H", "H", "H", "H", "H", "H", "H", "H", "H", "C", "C", "N", "N", "N", "H", "H", "H", "H", "H", "H", "H", "H"], "positions_angstrom": [[-4.77494, 0.95517, -0.53107], [-1.06263, 0.40950, -0.49253], [-2.23414, 0.87755, 0.13143], [-3.31021, 0.73487, -0.81280], [-2.77338, 0.18160, -1.92393], [0.17976, 0.53570, 0.12850], [0.14930, 0.85410, 1.47677], [-1.01303, 1.25210, 2.15749], [-2.20433, 1.30314, 1.46057], [-1.41279, -0.04626, -1.73684], [1.14404, 0.57268, -0.35282], [1.07464, 0.91758, 2.03247], [-0.73014, -0.07275, -2.47477], [-0.90528, 1.36324, 3.22715], [-3.18281, -0.00885, -2.90176], [-3.09776, 1.76050, 1.87021], [-5.30139, 1.63323, -1.19180], [-4.90023, 1.23524, 0.51148], [-5.21797, -0.04902, -0.51809], [3.13392, -1.37333, 1.73695], [3.07535, -1.00726, -0.67862], [3.40536, -0.59264, 0.53008], [2.13250, -1.91122, -0.82609], [3.54435, -0.35578, -1.74639], [4.08716, 0.13067, 0.68435], [1.60426, -2.23507, -0.04252], [1.96355, -2.35130, -1.71382], [4.24016, 0.36886, -1.68695], [3.11726, -0.46961, -2.64812], [3.70652, -2.29945, 1.74085], [2.08576, -1.51688, 2.01182], [3.47716, -0.79632, 2.57881]], "max_force_ev_per_a": 1.65, "total_charge": 1, "total_energy_ev": -17637.647}

Record 4
{"formula": "C19H19N3O3S2", "method": "ωB97M-V/def2-TZVPD", "elements": ["C", "C", "C", "C", "C", "N", "C", "N", "C", "O", "H", "S", "C", "H", "H", "C", "O", "N", "C", "H", "C", "O", "C", "C", "H", "H", "H", "H", "H", "H", "H", "S", "C", "C", "C", "C", "C", "C", "H", "H", "H", "H", "H", "H", "H", "H"], "positions_angstrom": [[-3.30806, 1.61334, -3.71990], [-2.20127, 1.47914, -2.73596], [-1.99605, 2.19277, -1.59158], [-0.83323, 1.75569, -0.88684], [-0.18897, 0.70535, -1.53129], [0.93479, 0.09637, -1.10335], [1.42692, 0.54073, 0.00032], [0.90549, 1.57652, 0.70186], [-0.25004, 2.29164, 0.32063], [-0.61417, 3.22652, 0.99606], [1.36527, 1.89537, 1.54695], [2.87389, -0.19251, 0.66304], [2.95894, -1.70816, -0.34282], [4.00881, -1.98728, -0.41580], [2.55730, -1.44819, -1.32234], [2.09598, -2.81956, 0.24007], [1.13746, -3.23832, -0.37624], [2.42896, -3.28651, 1.46256], [3.60517, -2.97789, 2.24359], [4.19350, -2.18237, 1.79292], [4.45317, -4.25123, 2.38561], [3.71086, -5.29522, 2.96565], [2.56897, -5.60014, 2.19442], [1.66347, -4.37542, 2.04226], [0.82341, -4.59256, 1.38226], [1.29541, -4.06422, 3.02553], [2.05011, -6.40156, 2.72136], [2.87231, -5.95488, 1.19773], [5.30259, -4.07417, 3.04695], [4.82044, -4.55615, 1.39259], [3.28266, -2.65240, 3.23951], [-0.98648, 0.24642, -2.98680], [-2.87211, 3.27524, -1.12249], [-3.13718, 4.37180, -1.93600], [-3.96188, 5.38810, -1.48922], [-4.53194, 5.31692, -0.22975], [-4.27284, 4.22615, 0.58326], [-3.44776, 3.20935, 0.14167], [-3.24806, 2.35838, 0.77495], [-4.71394, 4.16877, 1.56742], [-5.17434, 6.11217, 0.11908], [-4.15707, 6.23950, -2.12519], [-2.67814, 4.43430, -2.91209], [-3.71056, 0.63374, -3.97194], [-4.10139, 2.23191, -3.30672], [-2.95038, 2.07255, -4.64196]], "max_force_ev_per_a": 0.81, "smiles": "Cc1sc2nc(SCC(=O)N3CCOCC3)[nH]c(=O)c2c1-c1ccccc1", "total_energy_ev": -52295.769}